# 1
Below is C3H3BeO2 as an isolated structure at a distorted geometry, with properties calculated with ωB97M-V/def2-TZVPD.

```
9
Properties=species:S:1:pos:R:3
C 1.190 0.332 0.168
C -0.212 0.872 0.172
H -0.658 0.942 1.184
H 1.760 0.628 1.060
H -0.394 1.843 -0.324
O -0.561 -2.336 -0.593
C -0.802 -1.418 0.229
O -0.942 -0.178 -0.534
Be 0.619 -0.685 -1.361
```

For the energy, the calculation gives -281.146760 Eh. As for the LUMO energy (alpha / beta): -1.5 / -1.7 eV. As for the spin multiplicity: 2. As for the total charge: 0. The calculation puts the energy above the lowest of the compared OMol25 structures with the same formula, charge and spin at 70.5 kcal/mol.

***

# 2
Below is C3H3BeO2 as an isolated structure at a distorted geometry, with properties calculated with ωB97M-V/def2-TZVPD.

```
9
Properties=species:S:1:pos:R:3
O 1.747 -0.312 -0.634
Be 2.564 0.554 0.075
O -0.762 1.931 0.003
C -0.278 0.841 -0.215
C 1.071 0.423 0.152
C -0.927 -0.605 0.111
H -0.853 -1.230 -0.793
H -1.985 -0.414 0.327
H -0.577 -1.189 0.974
```

For the energy, the calculation gives -281.164824 Eh. As for the LUMO energy (alpha / beta): -1.4 / -0.8 eV. As for the spin multiplicity: 2. As for the total charge: 0. The calculation puts the energy above the lowest of the compared OMol25 structures with the same formula, charge and spin at 59.1 kcal/mol.

***

# 3
Below is a 2-piece molecular cluster, C3H3Br overall at a distorted geometry, with properties calculated with ωB97M-V/def2-TZVPD.

```
7
Properties=species:S:1:pos:R:3
C -0.789 0.676 -0.043
C -0.494 -0.626 -0.286
C 0.350 0.072 0.599
Br 0.757 -0.198 2.382
H -1.531 1.416 -0.187
H -0.548 -1.336 -1.113
H 2.255 -0.004 -1.351
```

For the energy, the calculation gives -2689.854294 Eh. As for the LUMO energy (alpha / beta): -0.3 / 0.2 eV. As for the total charge: 0. The calculation puts the energy above the lowest of the compared OMol25 structures with the same formula, charge and spin at 122.6 kcal/mol.